The following is a DFT calculation (wB97M-V/def2-TZVPD) of an isolated molecule of C24H27BrN2O3 at a distorted geometry.

Properties
ΔE to the lowest compared entry with this formula, charge and spin ... 0.000 eV
SMILES ... COc1ccc([C@H](CNC(=O)c2oc3cc(Br)ccc3c2C)N2CCCCC2)cc1
Energy ... -3840.002001 Ha
Multiplicity ... 1
LUMO ... 0.00791 Ha
Orbital gap ... 8.119 eV
Net charge ... 0
Largest force on an atom ... 0.0257 Eh/bohr

Each line ends with the natural charge from an NBO analysis.
Geometry (Å):
C: -3.7046 0.0286 2.9054  -0.251
H: -4.4092 -0.5869 3.4624  0.199
O: -2.5701 -0.7775 2.7043  -0.500
C: -1.5068 -0.2464 2.0349  0.292
C: -1.4709 1.0223 1.4721  -0.270
C: -0.3491 1.4286 0.7689  -0.207
C: 0.7581 0.6073 0.6094  -0.067
C: 0.7226 -0.6482 1.2091  -0.139
C: -0.3866 -1.0681 1.9107  -0.268
H: -0.4173 -2.0480 2.3591  0.224
H: 1.5546 -1.3256 1.1122  0.209
C: 1.8915 1.0629 -0.2998  -0.056
N: 3.1392 1.2190 0.4176  -0.462
C: 3.8536 2.4627 0.2318  -0.200
C: 4.8182 2.4424 -0.9593  -0.417
C: 5.8281 1.3164 -0.7600  -0.398
C: 5.0886 -0.0066 -0.5813  -0.418
C: 4.0555 0.1069 0.5511  -0.214
H: 3.4935 -0.8215 0.6340  0.202
H: 4.5942 0.2543 1.4957  0.193
H: 4.5952 -0.2717 -1.5171  0.195
H: 5.7939 -0.8032 -0.3373  0.210
H: 6.5091 1.2567 -1.6118  0.208
H: 6.4235 1.5244 0.1326  0.193
H: 4.2593 2.2789 -1.8836  0.190
H: 5.3279 3.4043 -1.0364  0.208
H: 3.1346 3.2784 0.1314  0.197
H: 4.4327 2.6417 1.1458  0.187
C: 1.9053 0.1386 -1.5548  -0.248
N: 0.5484 -0.1452 -1.9573  -0.606
C: -0.0328 -1.3155 -1.5754  0.649
O: 0.5973 -2.3391 -1.3804  -0.621
C: -1.4894 -1.2291 -1.3846  0.169
C: -2.3428 -2.1414 -0.8253  -0.010
C: -3.5906 -1.4569 -0.6729  -0.062
C: -4.8399 -1.8029 -0.1609  -0.182
C: -5.8321 -0.8486 -0.1464  -0.268
C: -5.5840 0.4350 -0.6382  -0.068
C: -4.3625 0.8164 -1.1577  -0.287
C: -3.3722 -0.1530 -1.1635  0.306
O: -2.1053 -0.0173 -1.5966  -0.427
H: -4.1851 1.8115 -1.5318  0.242
Br: -6.9882 1.7201 -0.5720  0.056
H: -6.8095 -1.0804 0.2474  0.231
H: -5.0224 -2.7945 0.2210  0.224
C: -2.0545 -3.5379 -0.4211  -0.655
H: -2.3397 -3.6838 0.6197  0.222
H: -2.6294 -4.2334 -1.0319  0.223
H: -0.9958 -3.7430 -0.5442  0.266
H: -0.0648 0.6539 -2.0375  0.401
H: 2.3616 -0.8261 -1.3317  0.233
H: 2.4430 0.6176 -2.3773  0.202
H: 1.6129 2.0631 -0.6553  0.196
H: -0.3523 2.4147 0.3239  0.204
H: -2.3094 1.6960 1.5567  0.215
H: -3.4641 0.9220 3.4905  0.176
H: -4.1610 0.3273 1.9561  0.179

=====

The following is a DFT calculation (wB97M-V/def2-TZVPD) of a 10-piece molecular cluster, C17H31Br14Cl9 overall at a distorted geometry.

Properties
ΔE to the lowest compared entry with this formula, charge and spin ... 0.369 eV
SMILES ... ClC(Cl)Cl.ClC(Cl)Cl.ClC(Cl)Cl.BrCCBr.BrCCBr.BrCCBr.BrCCBr.BrCCBr.BrCCBr.BrCCBr
Energy ... -40844.253808 Ha
Multiplicity ... 1
LUMO ... -0.00241 Ha
Orbital gap ... 9.874 eV
Net charge ... 0
Largest force on an atom ... 0.0346 Eh/bohr

Each line ends with the Löwdin charge.
Geometry (Å):
Br: -1.2273 3.5985 -1.5264  0.622
C: -0.5596 4.7135 -0.0206  -0.630
C: -1.5317 5.8715 0.3329  -0.608
Br: -1.4178 7.3419 -1.0343  0.558
H: 0.3919 5.0983 -0.3877  0.042
H: -0.3663 3.9889 0.7704  -0.021
H: -1.2629 6.3135 1.2924  0.058
H: -2.5273 5.4295 0.2965  0.042
Br: 1.3136 -5.8038 0.2659  0.574
C: 2.3830 -6.1462 1.8801  -0.655
C: 1.9717 -5.0676 2.9584  -0.709
Br: 3.3330 -5.0646 4.3425  0.612
H: 3.4198 -6.0354 1.5626  0.039
H: 2.3086 -7.2020 2.1406  0.054
H: 0.9898 -5.1404 3.4262  0.057
H: 2.0707 -4.0604 2.5537  -0.038
Br: -6.2570 3.7369 -0.1446  0.572
C: -4.9826 2.7878 -1.3749  -0.649
C: -4.3751 1.5478 -0.7316  -0.693
Br: -3.4164 0.3904 -1.9498  0.686
H: -4.1924 3.4698 -1.6890  0.011
H: -5.5481 2.5380 -2.2726  0.051
H: -5.1663 0.9688 -0.2554  0.047
H: -3.6451 1.8906 0.0017  0.027
Br: 6.1732 2.4928 1.5713  0.624
C: 5.6683 1.2715 0.1539  -0.697
C: 4.2565 1.7080 -0.3823  -0.646
Br: 3.8964 0.7004 -2.0282  0.585
H: 5.7262 0.2515 0.5340  0.052
H: 6.4611 1.3497 -0.5901  0.045
H: 4.2971 2.7613 -0.6598  0.045
H: 3.4500 1.5062 0.3226  0.039
Br: -1.2180 4.1934 6.3624  0.514
C: -1.1607 2.8024 4.8813  -0.652
C: -0.1902 1.6384 5.2448  -0.647
Br: -0.8335 0.7668 6.9251  0.549
H: -0.7737 3.2992 3.9917  0.022
H: -2.2072 2.5234 4.7584  0.036
H: 0.8515 1.9534 5.3074  0.064
H: -0.2744 0.9472 4.4063  -0.006
Br: -0.8356 1.3888 1.6230  0.698
C: -0.5187 0.1952 0.0996  -0.713
C: 0.7912 -0.5526 0.2956  -0.594
Br: 0.3883 -1.9822 1.6440  0.673
H: -0.4473 0.8561 -0.7642  -0.030
H: -1.4158 -0.4122 -0.0202  -0.039
H: 1.6633 -0.0424 0.7046  0.042
H: 1.0323 -1.0914 -0.6208  0.009
Br: 3.9690 -2.5735 -1.4326  0.545
C: 2.6959 -3.1614 -2.8664  -0.628
C: 3.0893 -2.4402 -4.1431  -0.658
Br: 1.9339 -3.0078 -5.6813  0.569
H: 1.6946 -2.8839 -2.5372  0.010
H: 2.6643 -4.2458 -2.9718  0.059
H: 4.1193 -2.6548 -4.4283  0.057
H: 2.8405 -1.3798 -4.1017  -0.023
C: -0.0377 0.4223 -5.0372  -1.493
Cl: 1.3629 0.6207 -6.0675  0.548
Cl: -1.1205 1.8366 -5.0441  0.515
Cl: 0.4790 0.1379 -3.3210  0.490
H: -0.5865 -0.4073 -5.4830  -0.025
C: -2.7577 -2.8674 -2.9578  -1.522
Cl: -1.2625 -2.7017 -1.8947  0.485
Cl: -3.2562 -4.5759 -3.0281  0.544
Cl: -2.6782 -2.0187 -4.4635  0.585
H: -3.5523 -2.3602 -2.4105  -0.056
C: -3.1080 -1.8945 2.7424  -1.486
Cl: -3.4563 -0.3735 3.6695  0.488
Cl: -3.7152 -1.7623 1.0290  0.495
Cl: -3.7663 -3.3015 3.5333  0.559
H: -2.0379 -2.0973 2.6986  -0.082

=====

The following is a DFT calculation (wB97M-V/def2-TZVPD) of C18H33As3ClNNiO2 as an isolated structure.

Properties
ΔE to the lowest compared entry with this formula, charge and spin ... 0.058 eV
Energy ... -9586.585456 Ha
Multiplicity ... 3
LUMO (alpha / beta) ... 0.00267 / 0.00254 Ha
Orbital gap (alpha / beta) ... 5.555 / 7.151 eV
Net charge ... 0
⟨S²⟩ ... 2.03
Largest force on an atom ... 0.0051 Eh/bohr

Each line ends with the Mulliken spin population.
Geometry (Å):
Ni: -1.1915 -1.9696 0.2355  0.879
O: 2.2789 -1.5649 2.7853  0.226
C: 1.4982 -1.9697 1.9387  0.263
O: 0.6528 -0.9074 1.2666  0.034
C: 1.2497 -3.2433 1.3927  0.036
C: 2.0613 -4.3388 1.8054  0.133
C: 1.8809 -5.5578 1.2204  -0.029
C: 0.8884 -5.7147 0.2328  0.219
C: 0.1027 -4.6240 -0.0797  -0.094
N: 0.2490 -3.4145 0.4642  0.206
H: 2.8069 -4.1693 2.5693  0.019
H: 2.4938 -6.3991 1.5184  0.000
H: 0.7054 -6.6665 -0.2428  0.014
H: -0.7102 -4.7144 -0.7886  0.010
C: 3.3330 -0.0010 0.5076  0.004
As: 1.5211 -0.2317 -0.0661  -0.006
C: 1.5837 -1.4021 -1.5815  0.011
C: 0.9464 1.5885 -0.3701  0.002
C: -0.2663 2.0170 -1.2088  -0.010
C: -0.3772 1.1774 -2.4855  0.006
C: -1.5892 1.9412 -0.4410  0.031
As: -2.1960 0.1547 0.1898  -0.002
C: -2.6479 0.6551 2.0215  0.003
C: -3.9753 0.2167 -0.5983  -0.005
C: -0.0285 3.4813 -1.6423  -0.001
As: 0.4061 5.0272 -0.4633  0.000
C: -0.3508 4.6100 1.3012  0.001
C: 2.2848 4.6545 -0.0049  0.000
H: 3.9010 0.4287 -0.3181  0.000
H: 3.7413 -0.9648 0.8005  -0.006
H: 3.3489 0.6588 1.3723  0.003
H: 2.1269 -0.8979 -2.3812  0.001
H: 0.5757 -1.6694 -1.8841  0.003
H: 2.1133 -2.2972 -1.2591  -0.010
H: 1.8508 2.0040 -0.8260  -0.002
H: 0.8958 1.9981 0.6417  0.007
H: -0.6745 0.1503 -2.2615  -0.004
H: 0.5667 1.1605 -3.0372  0.000
H: -1.1359 1.6055 -3.1428  0.000
H: -2.3738 2.3086 -1.1076  0.002
H: -1.5725 2.6057 0.4229  0.003
H: -3.2688 1.5512 2.0445  0.001
H: -1.7279 0.8256 2.5807  -0.002
H: -3.1809 -0.1731 2.4863  -0.001
H: -4.4139 1.2049 -0.4604  -0.001
H: -4.6036 -0.5321 -0.1216  -0.001
H: -3.9100 -0.0132 -1.6611  0.001
H: -0.9200 3.8068 -2.1850  -0.001
H: 0.7875 3.5117 -2.3748  0.002
H: -1.4380 4.6614 1.2717  0.000
H: 0.0039 5.3932 1.9719  0.000
H: -0.0428 3.6469 1.7057  0.000
H: 2.8525 4.4564 -0.9147  0.000
H: 2.4063 3.8253 0.6903  0.000
H: 2.6974 5.5518 0.4550  0.000
Cl: -3.1874 -4.4181 0.6098  0.007
C: -2.7507 -3.0136 -0.5055  0.059
H: -3.7127 -2.5098 -0.6196  -0.004
H: -2.5647 -3.5009 -1.4698  -0.006

=====

The following is a DFT calculation (wB97M-V/def2-TZVPD) of a 2-piece molecular cluster, C5H6N2O3 overall at a distorted geometry.

Properties
ΔE to the lowest compared entry with this formula, charge and spin ... 2.640 eV
SMILES ... OC1=C[C@@H]2N[C@@H]2N1.O=C=O
Energy ... -529.273736 Ha
Multiplicity ... 1
LUMO ... 0.02389 Ha
Orbital gap ... 8.769 eV
Net charge ... 0
Largest force on an atom ... 0.1176 Eh/bohr

Each line ends with the natural charge from an NBO analysis.
Geometry (Å):
C: 0.1245 -0.5565 -0.9206  -0.426
C: -1.0434 0.3380 -0.6854  -0.117
C: -1.1679 0.5179 0.6763  0.082
C: 2.6193 0.4869 -0.4521  1.019
C: 0.6740 -0.6615 0.3065  0.454
N: -0.7322 1.6287 -0.1625  -0.584
N: -0.1981 -0.3452 1.3102  -0.631
O: 2.8871 -0.2649 -1.2769  -0.560
O: 2.5209 1.3965 0.1817  -0.478
O: 1.7888 -1.3169 0.7022  -0.681
H: 0.4876 -0.9268 -1.8428  0.235
H: -1.8159 0.2999 -1.4398  0.202
H: -2.0456 0.5801 1.1775  0.204
H: 0.2615 1.7367 -0.2397  0.356
H: -0.0428 -0.7220 2.2632  0.429
H: 2.4014 -1.3815 -0.0129  0.495